This record from the Open Molecules 2025 dataset describes C14H20N2O2 in the gas phase. The level of theory is ωB97M-V/def2-TZVPD.

## Properties
Gap between HOMO and LUMO, eV: 9.257
Structure (SMILES): Cc1cccc(NC(=O)CN2CCOCC2)c1C
HOMO, Eh: -0.313

Geometry as ORCA input:
```
! RIJCOSX wB97M-V def2-TZVPD def2/J DEFGRID3
* xyz 0 1
C 1.95 3.30 3.32
C 2.26 2.27 2.27
C 3.58 1.95 2.00
C 3.91 1.00 1.06
C 2.90 0.38 0.34
C 1.57 0.71 0.58
N 0.59 0.07 -0.21
C -0.37 0.68 -0.94
O -0.61 1.86 -0.96
C -1.16 -0.32 -1.81
N -1.05 -1.67 -1.30
C -1.91 -1.93 -0.14
C -3.37 -2.16 -0.52
O -3.50 -3.20 -1.47
C -2.74 -2.92 -2.63
C -1.26 -2.72 -2.28
C 1.23 1.62 1.58
C -0.21 1.88 1.90
H 1.46 2.85 4.18
H 2.86 3.79 3.65
H 1.28 4.06 2.92
H 4.37 2.45 2.55
H 4.94 0.75 0.87
H 3.14 -0.34 -0.43
H 0.74 -0.91 -0.43
H -0.71 -0.28 -2.80
H -2.18 0.06 -1.90
H -1.83 -1.08 0.55
H -1.52 -2.83 0.35
H -3.95 -2.47 0.35
H -3.81 -1.24 -0.93
H -2.87 -3.78 -3.29
H -3.14 -2.02 -3.13
H -0.69 -2.49 -3.18
H -0.88 -3.65 -1.85
H -0.61 2.66 1.25
H -0.33 2.19 2.94
H -0.80 0.99 1.74
*
```